Computed, not measured: a structure of composition C8H16N3 in a non-equilibrium geometry, with ωB97M-V/def2-TZVPD.

Structure (ORCA input):
```
! RIJCOSX wB97M-V def2-TZVPD def2/J DEFGRID3
* xyz 1 1
C -1.4705 1.1864 -2.5808
C -1.8432 0.1813 -0.4270
C 0.1222 -0.2212 -0.5229
C 0.0823 -1.4517 -1.3143
C 0.3657 -1.3048 1.6548
C 0.4037 1.1597 1.7366
C 2.2739 0.0069 0.7200
C 0.7825 -0.0724 0.8511
N -0.2115 1.0841 -2.3528
N 0.3574 0.9143 -1.2674
N -2.2482 1.0243 -1.4238
H -1.6868 1.5216 -3.6087
H -2.0767 -0.8341 -0.4213
H -2.1175 0.6316 0.5559
H -0.1114 -2.3413 -0.7472
H 1.0353 -1.7618 -1.7439
H -0.6558 -1.2348 -1.9653
H 1.0206 -2.1304 1.4619
H -0.6533 -1.6174 1.5342
H 0.4074 -1.0145 2.6732
H -0.6360 1.0797 1.9774
H 0.9347 1.0543 2.7136
H 0.6130 2.1403 1.4646
H 2.6131 -0.0125 1.8016
H 2.5377 0.9628 0.1842
H 2.8855 -0.8278 0.1610
H -2.7239 1.8775 -1.1147
*
```

The calculation puts the LUMO energy at -0.2050 Eh. Its HOMO-LUMO gap is 8.86 eV. The calculation puts the energy above the lowest of the compared OMol25 structures with the same formula, charge and spin at 442.1 kJ/mol. The calculation puts the molar mass at 154.2 g/mol. Its HOMO energy is -14.44 eV.

Atomic partial charges in e from the natural (NBO) method, atoms 1 to 2: 0.184 -0.119

Computed, not measured: a structure of composition C35H41Ge2N4SeSiTl, with ωB97M-V/def2-TZVPD.

Structure (ORCA input):
```
! RIJCOSX wB97M-V def2-TZVPD def2/J DEFGRID3
* xyz -1 2
Tl 0.4734 0.6516 -1.6056
C -0.8904 -4.4638 -4.1995
C -1.9927 -3.6208 -4.2793
C -1.8335 -2.2489 -4.1899
C -0.5657 -1.6859 -4.0184
C 0.5321 -2.5397 -3.9212
C 0.3697 -3.9142 -4.0154
N -0.3995 -0.3030 -3.8665
C -0.6780 0.5070 -4.8682
C -0.9314 0.0563 -6.2200
C -1.1834 0.9311 -7.2265
C -1.2196 2.3376 -7.0120
C -0.9883 2.8165 -5.7611
C -0.7196 1.9424 -4.6767
N -0.5890 2.3683 -3.3943
N -0.6297 3.6175 -3.1437
C -0.7333 3.9173 -1.7755
C -0.5070 5.2419 -1.3910
C -0.7205 5.6027 -0.0776
C -1.1620 4.6439 0.8265
C -1.3265 3.3507 0.3646
N -1.1145 2.9840 -0.8974
H -1.0141 -5.5371 -4.2671
H -2.9859 -4.0369 -4.3957
H -2.6911 -1.5890 -4.2336
H 1.5134 -2.1051 -3.7715
H 1.2320 -4.5651 -3.9335
H -0.8966 -1.0063 -6.4171
H -1.3568 0.5477 -8.2259
H -1.4333 3.0062 -7.8355
H -1.0211 3.8765 -5.5498
H -0.1738 5.9491 -2.1379
H -0.5432 6.6209 0.2464
H -1.3580 4.8838 1.8615
H -1.6410 2.5628 1.0391
C -0.0430 -3.9843 2.2937
Si -0.1760 -3.6070 0.4593
C 1.5375 -3.7964 -0.2841
C -1.3064 -4.9279 -0.2620
Se -1.1009 -1.6055 -0.0110
H 0.2931 -5.0174 2.4228
H -1.0093 -3.8743 2.7869
H 0.6741 -3.3300 2.7881
H 1.9009 -4.8225 -0.1753
H 2.2419 -3.1297 0.2171
H 1.5189 -3.5436 -1.3444
H -0.9044 -5.9301 -0.0872
H -1.4308 -4.7829 -1.3365
H -2.2935 -4.8633 0.1996
C -2.5678 -1.3559 3.5964
Ge -1.3940 0.2164 3.7342
C -2.6094 1.7562 3.4587
C -0.8942 0.3182 5.6510
Ge 0.2884 0.3325 1.9223
C 1.1500 2.1549 2.1983
C 1.9923 2.7300 1.2464
C 2.5628 3.9808 1.4380
C 2.2992 4.6984 2.5959
C 1.4701 4.1456 3.5611
C 0.9059 2.8915 3.3596
C 1.8902 -0.7256 2.4496
C 2.9362 -0.8664 1.5352
C 4.0925 -1.5623 1.8588
C 4.2247 -2.1446 3.1122
C 3.1995 -2.0128 4.0368
C 2.0487 -1.3084 3.7057
H -3.5492 -1.1059 4.0049
H -2.1646 -2.2033 4.1516
H -2.6757 -1.6463 2.5518
H -3.3940 1.7471 4.2180
H -3.0826 1.6730 2.4788
H -2.0868 2.7125 3.5075
H -1.8199 0.3014 6.2295
H -0.3549 1.2360 5.8850
H -0.2807 -0.5268 5.9611
H 2.2118 2.1977 0.3269
H 3.2077 4.3996 0.6744
H 2.7399 5.6764 2.7460
H 1.2616 4.6888 4.4759
H 0.2666 2.4816 4.1321
H 2.8424 -0.4306 0.5453
H 4.8891 -1.6559 1.1303
H 5.1193 -2.7006 3.3640
H 3.2914 -2.4674 5.0162
H 1.2603 -1.2108 4.4423
*
```

The calculation puts the LUMO energy (alpha / beta) at 0.0681 / 0.0677 Eh. Its HOMO-LUMO gap (alpha / beta) is 5.33 / 6.26 eV. The calculation puts the energy above the lowest of the compared OMol25 structures with the same formula, charge and spin at 17.4 kJ/mol. The calculation puts the molar mass at 974.4 g/mol. Its HOMO energy (alpha / beta) is -3.48 / -4.41 eV.

Atomic partial charges in e from the Löwdin method, atoms 1 to 2: 0.650 -0.125

Computed, not measured: a cluster of 2 separate species, C14H16 in total in a non-equilibrium geometry, with ωB97M-V/def2-TZVPD.

Structure (ORCA input):
```
! RIJCOSX wB97M-V def2-TZVPD def2/J DEFGRID3
* xyz 0 1
C 2.6392 -4.2258 -0.1709
C 3.7266 -0.6582 -0.9238
C 2.9858 -0.4702 -2.0457
C 3.4733 -1.8849 -0.2863
C 2.5816 -2.9200 -0.8047
C 2.1617 -1.4101 -2.7081
C 1.8299 -2.5960 -1.9958
H 4.1389 0.1146 -0.3693
H 3.0523 0.5884 -2.3544
H 3.9340 -1.8958 0.6768
H 1.8456 -1.3544 -3.7320
H 2.0187 -4.9381 -0.6133
H 2.8115 -4.0758 0.9055
H 0.8953 -3.0429 -2.1844
H 3.5929 -4.7014 -0.1893
C -1.7188 2.5447 2.9881
C -4.5808 2.2626 0.4377
C -3.8510 2.5503 1.5761
C -3.7623 1.7507 -0.6379
C -2.4478 2.2219 1.7581
C -2.4034 1.7076 -0.5586
C -1.6970 1.7939 0.6939
H -5.6341 2.5474 0.3417
H -4.5386 3.0097 2.4845
H -4.2079 1.4800 -1.6066
H -1.7973 1.6563 -1.4525
H -1.9667 3.5621 3.2452
H -0.5760 2.7141 2.9296
H -0.6347 1.8675 0.8686
H -1.8710 1.8018 3.7277
*
```

The calculation puts the LUMO energy at 0.0316 Eh. Its HOMO-LUMO gap is 9.26 eV. The SMILES is Cc1ccccc1.Cc1ccccc1. The calculation puts the energy above the lowest of the compared OMol25 structures with the same formula, charge and spin at 325.3 kJ/mol. The calculation puts the molar mass at 184.3 g/mol. Its HOMO energy is -8.40 eV.

Atomic partial charges in e from the natural (NBO) method, atoms 1 to 2: -0.664 -0.225

Computed, not measured: a cluster of 2 separate species, CH4N2OS in total in a non-equilibrium geometry, with ωB97M-V/def2-TZVPD.

Structure (ORCA input):
```
! RIJCOSX wB97M-V def2-TZVPD def2/J DEFGRID3
* xyz 0 1
C 0.0829 0.5659 1.9844
N -0.4057 0.7001 -0.9158
N 0.5602 0.2435 -0.1511
O -2.0376 1.2225 3.2317
S -1.4899 0.8973 1.8697
H 0.8142 0.6482 2.8428
H -0.1533 1.6274 -1.0609
H -1.3498 0.5105 -0.9533
H 0.7986 -0.6997 -0.2440
*
```

The calculation puts the LUMO energy (alpha / beta) at -0.0115 / -0.0116 Eh. Its HOMO-LUMO gap (alpha / beta) is 8.45 / 8.45 eV. The calculation puts the energy above the lowest of the compared OMol25 structures with the same formula, charge and spin at 602.9 kJ/mol. The calculation puts the molar mass at 92.1 g/mol. Its HOMO energy (alpha / beta) is -8.77 / -8.76 eV.

Atomic partial charges in e from the natural (NBO) method, atoms 1 to 2: -0.527 -0.567

Computed, not measured: the molecule C3H4N2S in a non-equilibrium geometry, with ωB97M-V/def2-TZVPD.

Structure (ORCA input):
```
! RIJCOSX wB97M-V def2-TZVPD def2/J DEFGRID3
* xyz 0 1
C -0.8032 -1.6448 0.8024
C -1.7289 0.0862 -0.7288
C -0.8261 -0.5196 -0.0259
N -0.8109 -2.4414 1.6550
N 1.7079 0.8909 1.0819
S 1.1665 0.3574 -0.4467
H -1.6087 0.9155 -1.2935
H -2.7072 -0.2543 -0.7943
H 1.6506 1.9792 1.0019
H 2.6780 0.7430 1.0666
*
```

The calculation puts the LUMO energy at -0.0079 Eh. Its HOMO-LUMO gap is 9.10 eV. The SMILES is C=C(C#N)SN. The calculation puts the energy above the lowest of the compared OMol25 structures with the same formula, charge and spin at 318.9 kJ/mol. The calculation puts the molar mass at 100.1 g/mol. Its HOMO energy is -9.32 eV.

Atomic partial charges in e from the natural (NBO) method, atoms 1 to 2: 0.201 -0.332

Computed, not measured: a structure of composition C15H22N5O4S2Ti in a non-equilibrium geometry, with ωB97M-V/def2-TZVPD.

Structure (ORCA input):
```
! RIJCOSX wB97M-V def2-TZVPD def2/J DEFGRID3
* xyz 0 2
Ti -0.8888 -0.0529 0.3311
S -0.7872 2.3663 1.4546
C -1.2786 2.7156 -0.1671
C -1.7292 3.9578 -0.6455
C -2.0637 4.0842 -1.9726
C -1.9603 2.9880 -2.8347
C -1.5292 1.7950 -2.3028
N -1.2004 1.6738 -1.0148
H -1.7999 4.7891 0.0412
H -2.4099 5.0391 -2.3483
H -2.2156 3.0631 -3.8815
H -1.4200 0.8979 -2.9000
O -3.2754 -2.0647 1.3875
N -2.6433 -1.0482 1.4349
O -2.9468 -0.0157 0.7527
O -1.5840 -0.9221 2.1351
S 3.1039 -1.9599 2.0610
C 2.6950 -0.6230 3.0483
C 1.6597 0.0559 2.4968
N 1.2028 -0.4657 1.3152
C 1.8704 -1.5315 0.9727
H 3.2176 -0.3984 3.9615
H 1.1924 0.9487 2.8816
H 1.6510 -2.0804 0.0699
C -2.3907 -2.2100 -2.4174
C -0.9875 -2.4367 -1.8578
C -0.9107 -3.7966 -1.1679
C 0.0635 -2.3219 -2.9640
O -0.7225 -1.4454 -0.8980
H -2.6946 -3.0440 -3.0528
H -2.4283 -1.2966 -3.0144
H -3.1051 -2.1167 -1.5983
H -1.0974 -4.6062 -1.8762
H -1.6515 -3.8548 -0.3690
H 0.0793 -3.9476 -0.7329
H -0.2357 -2.8770 -3.8554
H 1.0256 -2.7151 -2.6258
H 0.1945 -1.2717 -3.2296
C 3.7688 -0.6736 -3.9577
N 3.4786 0.5947 -3.3107
C 4.3970 1.7020 -3.5054
C 2.5499 0.6544 -2.3713
N 1.7364 0.7167 -1.5515
H 4.7632 -1.0324 -3.6783
H 3.7271 -0.5636 -5.0432
H 3.0282 -1.4092 -3.6545
H 5.4067 1.4294 -3.1860
H 4.0617 2.5555 -2.9225
H 4.4258 1.9851 -4.5593
*
```

The calculation puts the LUMO energy (alpha / beta) at 0.0105 / 0.0105 Eh. Its HOMO-LUMO gap (alpha / beta) is 7.66 / 7.68 eV. The calculation puts the energy above the lowest of the compared OMol25 structures with the same formula, charge and spin at 96.4 kJ/mol. The calculation puts the molar mass at 448.4 g/mol. Its HOMO energy (alpha / beta) is -7.37 / -7.40 eV.

Atomic partial charges in e from the natural (NBO) method, atoms 1 to 2: 1.521 -0.282